Density functional theory data (the ωB97M-V functional and the def2-TZVPD basis) for C16H25F4N2O2PPtS2 as an isolated structure.

Geometry (Å):
1 Pt 0.178 1.658 -0.393
2 C 2.451 -3.525 0.388
3 C 1.383 -2.498 0.000
4 N 1.861 -1.321 -0.700
5 C 2.447 -1.555 -2.006
6 C 1.552 -2.340 -2.951
7 C 2.723 -0.449 0.078
8 C 2.165 -0.017 1.423
9 N 0.850 0.579 1.294
10 C 0.055 0.631 2.387
11 C -1.340 0.753 2.206
12 F -1.789 0.820 0.923
13 C -2.246 0.748 3.232
14 F -3.559 0.833 2.953
15 C -1.837 0.632 4.552
16 C -0.480 0.523 4.767
17 F -0.019 0.434 6.033
18 C 0.442 0.531 3.740
19 F 1.755 0.496 4.071
20 H 2.002 -4.347 0.950
21 H 3.224 -3.075 1.014
22 H 2.938 -3.947 -0.494
23 H 0.853 -2.160 0.892
24 H 0.626 -2.980 -0.623
25 H 3.431 -2.057 -1.937
26 H 2.633 -0.567 -2.437
27 H 1.418 -3.375 -2.633
28 H 1.993 -2.357 -3.949
29 H 0.570 -1.870 -3.016
30 H 2.889 0.446 -0.529
31 H 3.718 -0.898 0.258
32 H 2.902 0.664 1.867
33 H 2.112 -0.883 2.095
34 H -2.543 0.639 5.367
35 C -2.685 -0.855 -3.304
36 C -1.636 -0.027 -2.594
37 O -2.248 1.206 -2.188
38 P -1.251 2.476 -1.908
39 S 1.753 2.787 -1.404
40 S -2.377 3.978 -1.385
41 O -0.553 2.680 -3.359
42 C -1.152 3.480 -4.379
43 C -2.283 2.753 -5.080
44 H -2.257 -1.808 -3.625
45 H -3.059 -0.326 -4.182
46 H -3.526 -1.056 -2.640
47 H -0.788 0.173 -3.253
48 H -1.255 -0.552 -1.715
49 H -0.340 3.707 -5.071
50 H -1.513 4.410 -3.936
51 H -1.933 1.808 -5.499
52 H -2.675 3.370 -5.892
53 H -3.090 2.547 -4.377

Lowest unoccupied orbital energy (alpha / beta) ... 2.78 / 2.04 eV
HOMO level (alpha / beta) ... -4.55 / -4.38 eV
Total charge ... -1
Spin multiplicity ... 2

Density functional theory data (the ωB97M-V functional and the def2-TZVPD basis) for a 2-piece molecular cluster, C4H13N2O overall at a distorted geometry.

Geometry (Å):
1 C 1.901 -1.594 1.484
2 C 0.884 -0.571 1.758
3 O 0.393 0.281 0.986
4 N 0.165 -0.668 2.926
5 H 2.476 -1.396 0.584
6 H 1.454 -2.595 1.407
7 H -0.695 -0.163 3.171
8 H 0.488 -1.268 3.695
9 H 2.558 -1.819 2.330
10 C -1.041 0.653 -1.233
11 C -2.033 0.803 -2.360
12 N 0.383 1.325 -1.363
13 H -1.414 0.702 -0.218
14 H -0.618 -0.360 -1.243
15 H -3.048 1.028 -2.040
16 H -2.124 -0.181 -2.821
17 H 0.348 2.101 -0.699
18 H 1.002 0.713 -0.900
19 H 0.695 1.500 -2.318
20 H -1.775 1.510 -3.144

Lowest unoccupied orbital energy (alpha / beta) ... -8.46 / -13.71 eV
HOMO level (alpha / beta) ... -19.25 / -19.25 eV
Total charge ... +2
Spin multiplicity ... 2

ΔE to the lowest compared entry with this formula, charge and spin values, unit kcal/mol, following the record order: 3.33 59.09.